Record 1
DFT (wB97M-V/def2-TZVPD) results for a structure of composition C37H36I2LaN9O6S2.

Cartesian coordinates (Å):
La  0.494  -1.035  1.692
C  2.867  2.337  5.142
C  2.624  1.679  3.808
S  2.898  -0.077  3.741
C  2.246  2.335  2.694
C  2.091  3.834  2.716
S  1.865  1.636  1.135
H  3.100  1.585  5.894
H  1.977  2.876  5.483
H  3.700  3.048  5.126
H  2.336  4.288  3.678
H  1.068  4.099  2.443
H  2.731  4.276  1.948
C  -3.325  -3.622  3.116
C  -1.953  -3.235  2.642
N  -1.216  -2.434  3.328
O  -1.839  -2.031  4.500
C  -1.437  -3.815  1.398
C  -2.034  -5.030  0.759
N  -0.371  -3.243  0.923
O  0.270  -3.696  -0.097
H  -3.914  -2.720  3.286
H  -3.270  -4.143  4.074
H  -3.827  -4.252  2.387
H  -1.122  -1.529  4.967
H  -2.358  -5.775  1.489
H  -1.268  -5.467  0.116
H  -2.895  -4.790  0.126
C  -2.399  3.800  -10.948
O  -3.474  3.963  -10.060
C  -3.320  3.453  -8.793
C  -4.419  3.579  -7.950
C  -4.352  3.098  -6.657
C  -3.197  2.481  -6.180
C  -2.101  2.364  -7.029
C  -2.158  2.846  -8.330
N  -3.239  2.026  -4.837
N  -2.203  1.385  -4.500
C  -2.111  0.969  -3.198
C  -3.071  1.235  -2.213
C  -2.960  0.769  -0.926
C  -1.858  -0.032  -0.521
O  -1.766  -0.576  0.608
C  -0.792  -0.213  -1.510
N  0.304  -0.871  -1.070
C  1.224  -1.215  -1.938
C  1.141  -0.866  -3.296
C  0.079  -0.129  -3.739
C  -0.947  0.227  -2.836
H  -2.723  4.221  -11.897
H  -2.148  2.743  -11.087
H  -1.506  4.334  -10.602
H  -5.317  4.054  -8.322
H  -5.196  3.189  -5.986
H  -1.200  1.893  -6.660
H  -1.285  2.743  -8.962
H  -3.930  1.830  -2.496
H  -3.711  0.982  -0.178
H  2.052  -1.800  -1.560
H  1.927  -1.177  -3.973
H  -0.002  0.172  -4.774
I  2.332  -5.763  3.946
C  3.449  -4.645  2.599
C  4.674  -5.147  2.152
C  5.458  -4.447  1.274
I  7.284  -5.272  0.692
C  5.016  -3.191  0.777
C  5.740  -2.386  -0.132
C  5.219  -1.193  -0.541
C  3.952  -0.804  -0.071
N  3.247  -1.537  0.756
C  3.769  -2.699  1.213
C  2.954  -3.398  2.203
O  1.883  -2.882  2.625
H  5.000  -6.111  2.521
H  6.704  -2.725  -0.488
H  5.755  -0.547  -1.224
H  3.507  0.140  -0.364
C  -0.950  2.355  6.681
N  -0.703  2.069  5.298
C  -1.349  2.769  4.225
C  -1.107  1.819  3.041
O  -1.451  2.092  1.909
N  -0.501  0.687  3.499
C  -0.374  0.797  4.848
N  0.010  -0.193  5.599
H  -1.161  3.419  6.790
H  -0.065  2.140  7.286
H  -1.797  1.790  7.096
H  -0.913  3.750  4.021
H  -2.432  2.878  4.374
H  2.035  -0.415  4.723
H  0.033  0.076  6.577

Properties
Total charge: -2
ΔE to the lowest compared entry with this formula, charge and spin in kJ/mol: 0.00

Record 2
DFT (wB97M-V/def2-TZVPD) results for a cluster of 2 separate species, C2H10N2S2 in total at a distorted geometry.

Cartesian coordinates (Å):
C  -2.146  0.079  -0.463
S  -1.434  -0.785  -1.983
S  -1.575  0.951  -3.290
H  -2.956  -0.553  -0.115
H  -1.361  0.334  0.270
H  -2.588  1.058  -0.775
H  -0.240  1.029  -3.235
N  1.216  -1.510  0.874
C  1.583  -0.130  0.483
N  1.312  1.032  1.511
H  0.249  -1.694  0.970
H  1.769  -1.758  1.696
H  0.929  0.243  -0.346
H  2.762  -0.088  0.183
H  2.072  0.963  2.215
H  0.408  0.829  2.005

Properties
Total charge: +1
2S+1: 2
ΔE to the lowest compared entry with this formula, charge and spin in kJ/mol: 124.14
Expectation value of S²: 0.76

Record 3
DFT (wB97M-V/def2-TZVPD) results for a cluster of 7 separate species, C27H43F2NO8S3 in total at a distorted geometry.

Cartesian coordinates (Å):
C  15.365  -62.134  12.780
C  14.103  -62.924  12.620
O  13.346  -62.905  13.630
N  13.737  -63.613  11.343
H  14.429  -63.285  10.543
H  13.999  -64.496  11.323
C  12.331  -63.389  10.976
H  15.630  -61.721  11.787
H  16.119  -62.903  12.908
H  15.428  -61.226  13.302
H  12.034  -62.466  10.775
H  11.645  -63.849  11.702
H  12.240  -63.705  9.882
O  15.108  -62.670  9.330
H  15.625  -62.808  8.481
F  19.048  -62.012  2.603
C  18.688  -61.787  3.909
C  18.416  -60.561  4.420
C  18.174  -60.371  5.764
C  18.133  -61.565  6.639
C  18.303  -62.799  6.110
C  18.589  -62.916  4.718
H  18.490  -59.607  3.788
H  18.003  -59.350  5.827
H  18.101  -61.377  7.675
H  18.251  -63.658  6.671
H  19.095  -63.765  4.134
F  15.726  -67.313  4.629
C  14.931  -67.047  5.673
C  14.299  -68.022  6.520
C  13.667  -67.654  7.662
C  13.544  -66.315  8.019
C  14.063  -65.319  7.219
C  14.796  -65.680  6.014
H  14.448  -69.056  6.311
H  13.216  -68.227  8.507
H  13.040  -66.075  8.930
H  14.070  -64.187  7.406
H  15.129  -65.097  5.427
C  14.806  -61.270  5.945
C  13.257  -61.140  6.236
C  12.629  -60.798  5.038
S  13.606  -59.527  4.283
O  13.480  -58.249  4.876
O  13.519  -59.679  2.848
C  15.047  -60.437  4.920
H  14.830  -62.311  5.551
H  15.245  -60.989  6.872
H  13.115  -60.133  6.864
H  13.021  -62.095  6.760
H  11.494  -60.381  5.210
H  12.613  -61.656  4.311
H  15.711  -59.647  5.063
H  15.532  -60.817  3.970
C  13.895  -59.187  10.476
C  12.702  -59.073  9.691
C  11.623  -58.398  10.467
S  11.981  -58.828  12.176
O  11.767  -60.191  12.441
O  11.532  -57.812  13.049
C  13.686  -58.780  11.957
H  14.777  -58.501  9.998
H  14.288  -60.232  10.501
H  12.124  -60.110  9.402
H  12.767  -58.618  8.642
H  10.686  -58.668  10.001
H  11.545  -57.284  10.477
H  14.139  -59.702  12.632
H  14.248  -57.863  12.224
C  18.041  -66.660  10.008
C  18.175  -65.560  9.081
C  18.036  -64.416  9.843
S  19.051  -64.704  11.325
O  18.189  -64.327  12.415
O  20.371  -64.043  11.228
C  19.057  -66.406  11.149
H  18.231  -67.546  9.515
H  16.970  -66.639  10.486
H  17.431  -65.693  8.413
H  19.140  -65.711  8.599
H  16.946  -64.295  10.286
H  18.297  -63.513  9.565
H  18.751  -66.858  12.146
H  19.989  -66.701  10.789

Properties
Total charge: 0
ΔE to the lowest compared entry with this formula, charge and spin in kJ/mol: 43.02